This record from the OMol25 dataset describes a gas-phase ion, C5H13BN (charge +1). The level of theory is the ωB97M-V functional and the def2-TZVPD basis.

The LUMO energy comes out at -3.17 eV. The total charge is +1. Its structure (SMILES) is CB1CC[N@@H+](C)C1. The calculation puts the total energy at -7554.11789 eV. As for the HOMO energy: -14.9 eV. As for the HOMO-LUMO gap: 0.4304 Ha. For the energy above the lowest of the compared OMol25 structures with the same formula, charge and spin, the calculation gives 0.7874 eV.

Geometry (Å):
C (-1.908, -1.096, 1.887)
B (-0.656, -0.626, 0.998)
C (0.802, -1.130, 0.747)
C (1.319, -0.447, -0.506)
N (0.669, 0.936, -0.637)
C (0.693, 1.375, -2.002)
C (-0.901, 0.696, -0.042)
H (-1.426, -0.697, 2.735)
H (-2.118, -2.148, 2.078)
H (-2.758, -0.567, 1.739)
H (1.431, -0.780, 1.690)
H (0.891, -2.217, 0.667)
H (2.432, -0.354, -0.572)
H (0.887, -0.993, -1.436)
H (1.309, 1.423, 0.070)
H (1.667, 1.285, -2.466)
H (-0.084, 0.789, -2.662)
H (0.390, 2.517, -1.969)
H (-1.453, 0.639, -1.068)
H (-1.187, 1.394, 0.748)